C26H28CoN5O4 | wB97M-V/def2-TZVPD

As for the spin multiplicity: 5. The value obtained for the energy relative to the best compared isomer or geometry (same formula, charge and spin) is 90.2 kJ/mol. The total energy comes out at -80675.7099 eV. For the HOMO energy (alpha / beta), the calculation gives -7.1 / -7.8 eV.

Structure (XYZ):
```
64
Properties=species:S:1:pos:R:3:forces:R:3
Co -0.640 1.016 2.392 1.539 -2.215 -0.767
C -1.382 -0.246 6.387 0.088 0.059 -0.067
C -1.238 -0.098 4.904 0.136 0.125 -0.075
N -0.541 0.812 4.318 -0.107 0.171 0.329
O 0.163 1.764 5.023 0.242 0.104 -0.082
C -1.908 -1.035 4.028 -0.311 -0.385 -0.034
C -2.743 -2.195 4.477 0.143 0.162 -0.084
N -1.739 -0.827 2.744 0.089 0.631 -0.114
O -2.271 -1.619 1.907 0.008 -0.065 -0.042
H -0.849 0.507 6.963 0.004 -0.041 0.020
H -1.001 -1.222 6.689 -0.023 -0.009 0.032
H -2.437 -0.196 6.654 -0.004 -0.024 0.027
H -0.188 1.830 5.919 -0.164 -0.050 0.036
H -2.828 -2.265 5.559 0.014 0.015 0.028
H -2.317 -3.123 4.089 -0.044 -0.033 0.012
H -3.741 -2.106 4.043 -0.012 -0.063 0.007
C 1.595 -1.629 3.170 -0.010 0.094 -0.019
C 2.041 -0.632 2.094 -0.288 -0.035 -0.104
C 3.528 -0.323 2.343 -0.065 -0.011 0.039
C 1.247 0.649 2.181 0.300 0.308 0.278
C 1.885 -1.230 0.682 -0.064 -0.060 0.082
C 2.463 -0.595 -0.419 -0.017 -0.002 0.001
C 2.389 -1.147 -1.688 -0.032 0.079 -0.039
C 1.726 -2.350 -1.890 -0.027 0.017 -0.098
C 1.116 -2.972 -0.815 -0.063 -0.042 -0.009
C 1.185 -2.414 0.456 0.073 0.018 -0.003
H 1.786 -1.196 4.153 -0.005 -0.001 0.018
H 2.155 -2.562 3.086 -0.014 -0.016 0.028
H 0.530 -1.845 3.100 0.015 -0.050 0.015
H 3.656 0.047 3.361 0.025 0.023 0.003
H 3.915 0.431 1.658 -0.015 0.005 -0.002
H 4.119 -1.233 2.221 0.033 0.011 0.015
H 1.794 1.542 1.869 -0.075 0.018 -0.076
H 2.996 0.339 -0.290 -0.022 0.018 0.038
H 2.854 -0.636 -2.523 0.011 -0.016 0.022
H 1.693 -2.795 -2.878 -0.026 0.015 0.034
H 0.587 -3.907 -0.954 -0.001 0.024 -0.006
H 0.699 -2.930 1.271 -0.006 0.033 -0.004
O -1.758 2.391 2.526 -1.647 1.629 0.453
O -0.907 3.355 2.402 0.232 -0.201 0.031
N -1.283 0.422 -4.605 -0.035 -0.021 0.200
C -1.015 0.768 -5.906 0.149 0.340 -0.102
C -1.294 0.152 -7.121 -0.034 -0.082 -0.032
C -0.855 0.799 -8.259 -0.036 -0.067 0.058
C -0.174 2.024 -8.190 0.056 0.096 -0.029
C 0.091 2.639 -6.984 -0.001 0.016 0.005
C -0.333 1.998 -5.819 -0.199 -0.372 -0.171
N -0.197 2.364 -4.501 0.064 0.145 0.363
C -0.765 1.414 -3.806 0.006 0.025 -0.616
C -0.816 1.363 -2.353 -0.082 -0.224 0.629
C -1.447 0.329 -1.667 0.134 0.156 -0.280
C -1.371 0.266 -0.291 -0.083 -0.322 0.077
N -0.707 1.171 0.429 -0.234 0.088 -0.189
C -0.159 2.211 -0.217 0.091 0.091 0.253
C -0.192 2.343 -1.583 0.051 -0.004 -0.346
H -1.744 -0.415 -4.300 0.019 -0.006 0.026
H -1.830 -0.786 -7.174 0.027 -0.003 -0.021
H -1.038 0.352 -9.227 -0.020 0.006 0.003
H 0.147 2.493 -9.110 0.000 0.010 0.011
H 0.608 3.587 -6.931 0.014 -0.008 0.006
H -1.996 -0.449 -2.178 0.013 -0.041 0.014
H -1.850 -0.548 0.247 0.107 -0.001 0.180
H 0.306 2.963 0.407 0.058 -0.065 -0.007
H 0.278 3.184 -2.072 0.024 0.003 0.048
```
Positions in Å, forces in eV/Å.